# 1
A cluster of 2 separate species, C10H15O4S in total at a distorted geometry. Source: the Open Molecules 2025 dataset; level of theory: wB97M-V/def2-TZVPD.

Orbital gap = 6.8 eV
Electronic energy = -1089.07439 Ha
Energy relative to the best compared isomer or geometry (same formula, charge and spin) = 97.1 kcal per mole
2S+1 = 1
Total charge = -1

Last column: Mulliken charge in e.
CARTESIAN COORDINATES (ANGSTROEM)
C 0.3988 -1.6439 0.4811  0.188
C -2.9003 -3.2181 0.2834  -0.561
C 1.4123 -1.1489 -0.6173  -1.156
C -0.2414 0.4432 -1.5903  -1.090
C -1.1906 -0.4794 -0.7708  -0.747
C 0.9903 0.3650 -0.6867  -0.487
C -0.5872 -0.4198 0.6927  0.956
C 0.4302 0.7133 0.6237  2.340
C 1.5131 0.5110 1.7433  -2.185
C -0.0879 2.1948 0.5864  -1.918
O -4.4721 -0.9681 0.0369  -0.597
O 0.2241 -2.7553 0.8450  -0.612
O -4.3738 -2.3411 2.0411  -0.597
O -1.5261 -0.4728 1.6117  -1.082
S -3.6960 -1.9262 0.8447  1.046
H -2.5957 -3.9091 1.1579  0.242
H -2.2372 -2.9998 -0.6004  0.329
H 2.5260 -1.3309 -0.4136  0.240
H 1.0928 -1.6573 -1.4660  0.436
H 0.0905 0.1137 -2.5858  0.439
H -0.6513 1.4501 -1.5584  0.395
H -2.2601 -0.2138 -0.6823  0.294
H -1.1335 -1.5367 -1.1751  -0.071
H 1.7986 0.9965 -0.9352  0.622
H 2.3958 -0.1845 1.4268  0.206
H 1.1201 0.2021 2.6111  0.489
H 1.9299 1.4450 1.9360  0.694
H 0.1957 2.7223 1.4517  0.569
H -1.2645 2.1645 0.7560  0.279
H 0.1259 2.7249 -0.2993  0.338

Forces on the atoms, in the same order (eV/Å):
C -0.09 2.12 -0.66
C 1.57 -0.04 -0.52
C 0.92 1.20 2.41
C 0.13 -0.57 0.16
C 0.03 -0.62 -1.21
C 0.43 -1.35 -1.24
C -0.65 -1.35 -0.54
C 0.93 1.11 1.81
C 1.66 -0.48 -4.09
C -3.60 -2.42 1.55
O 2.10 -0.85 0.38
O 0.27 -1.81 0.67
O 0.12 0.77 1.32
O -0.77 -0.25 0.87
S -2.08 -0.42 -0.28
H -0.32 1.39 -1.83
H -0.76 -0.68 1.27
H -1.71 0.13 -0.21
H -0.09 -0.99 -1.82
H -0.80 0.18 -0.03
H 0.09 -0.03 -0.66
H 0.70 0.21 -0.37
H -0.24 1.21 0.30
H 1.05 0.82 -0.70
H -1.71 1.10 0.58
H -1.65 -1.50 3.18
H 1.08 1.74 0.32
H 0.83 0.79 0.99
H 2.14 0.01 -0.72
H 0.43 0.60 -0.95

=====

# 2
A cluster of 2 separate species, C10H16 in total at a distorted geometry. Source: the Open Molecules 2025 dataset; level of theory: wB97M-V/def2-TZVPD.

Orbital gap (spin up / spin down) = 2.9 / 7.3 eV
Electronic energy = -390.55687 Ha
Energy relative to the best compared isomer or geometry (same formula, charge and spin) = 16.5 kcal per mole
2S+1 = 2
<S²> = 0.76
Total charge = -1

Last column: Löwdin spin population.
CARTESIAN COORDINATES (ANGSTROEM)
C -1.0735 0.7719 -2.3185  0.006
C 0.3454 0.5801 -2.8745  0.017
H -1.4925 1.6505 -2.8433  0.000
H -1.7500 -0.0480 -2.5260  0.003
H -1.0680 1.0725 -1.2722  0.000
H 1.0652 1.3103 -2.5109  0.006
H 0.3740 0.6921 -3.9744  0.001
H 0.5572 -0.4832 -2.7993  0.010
C -0.9094 1.0771 1.2776  0.017
C -0.7428 1.5669 2.7254  0.009
C -0.0455 -0.1227 0.9669  0.111
C -0.3188 -1.3564 1.5403  0.068
C 1.0489 -0.0233 0.0609  0.203
C 0.4722 -2.4750 1.2945  0.249
C 1.7515 -1.1952 -0.2977  0.069
C 1.4407 -2.4290 0.2101  0.130
H -1.9455 0.8379 1.0448  0.006
H -0.5804 1.8813 0.6376  0.002
H -1.3455 0.9925 3.4149  0.001
H -1.0541 -1.3561 2.3479  0.004
H 1.4556 0.9006 -0.3390  0.040
H 0.2279 -3.4561 1.6749  0.024
H 2.4523 -1.0423 -1.1050  0.007
H 1.7239 -3.3925 -0.1886  0.013
H -0.8703 2.6515 2.8089  0.001
H 0.2816 1.3946 3.0447  0.004

Forces on the atoms, in the same order (eV/Å):
C 0.22 1.89 -0.81
C -0.95 -0.67 -1.34
H -0.18 -0.19 0.14
H 0.09 -0.31 0.23
H -0.01 -0.60 -0.02
H 0.13 -0.53 0.44
H -0.40 0.33 0.15
H 0.98 0.13 0.79
C 0.62 -0.26 0.42
C 0.56 0.05 -0.28
C -0.36 -0.41 -0.16
C 0.24 1.03 0.53
C 0.82 -0.23 0.53
C 0.50 -0.72 -0.63
C -0.40 0.04 -0.42
C -1.09 0.31 0.68
H -0.23 0.24 0.04
H -0.06 0.36 -0.41
H -0.43 0.14 0.26
H -0.22 -0.30 -0.26
H -0.46 0.22 0.17
H -0.19 0.01 0.28
H 0.42 -0.37 -0.22
H 0.69 0.10 -0.23
H -0.55 -0.15 0.20
H 0.27 -0.11 -0.09

=====

# 3
A cluster of 2 separate species, C10H16 in total at a distorted geometry. Source: the Open Molecules 2025 dataset; level of theory: wB97M-V/def2-TZVPD.

Orbital gap (spin up / spin down) = 2.8 / 7.0 eV
Electronic energy = -390.57476 Ha
Energy relative to the best compared isomer or geometry (same formula, charge and spin) = 5.3 kcal per mole
2S+1 = 2
<S²> = 0.76
Total charge = -1

Last column: Löwdin spin population.
CARTESIAN COORDINATES (ANGSTROEM)
C -1.3418 3.3128 0.1974  0.015
C 0.3986 0.1645 1.5385  0.255
C 0.1831 1.4051 0.8522  0.106
C -0.6950 -0.5058 2.1479  0.074
C -1.0610 1.9797 0.8446  0.082
C -1.9497 0.0509 2.1183  0.121
C -2.1711 1.2620 1.3726  0.252
H 1.3761 -0.2921 1.5748  0.027
H 1.0070 1.9695 0.4317  0.005
H -0.4881 -1.2996 2.8572  0.001
H -2.7879 -0.4505 2.5885  0.005
H -0.4363 3.9365 0.2268  0.001
H -2.1128 3.8624 0.7443  0.004
H -3.1823 1.6651 1.3785  0.032
H -1.6897 3.2237 -0.8349  0.007
C 1.6581 -1.8773 -1.0697  0.006
C 1.6503 -0.6601 -1.9641  0.001
C 0.8050 -2.9955 -1.6739  0.000
H 2.6905 -2.2599 -1.0599  0.000
H 1.4195 -1.6767 -0.0326  0.004
H 2.0875 -0.8426 -2.9452  0.000
H -0.1882 -2.6312 -1.9393  0.000
H 1.2227 -3.3724 -2.6179  0.000
H 2.2108 0.1585 -1.5252  0.001
H 0.6587 -0.2588 -2.1937  0.001
H 0.7362 -3.8683 -1.0169  0.000

Forces on the atoms, in the same order (eV/Å):
C 0.52 0.20 0.22
C 0.28 -0.42 -0.24
C -0.23 0.35 0.44
C -0.05 0.83 0.68
C -0.60 -0.28 -0.32
C 0.28 -0.09 -0.64
C -0.57 -0.21 0.43
H 0.20 0.10 0.04
H 0.21 -0.03 -0.03
H -0.05 -0.42 -0.25
H -0.02 0.01 0.15
H -0.15 -0.09 -0.24
H -0.06 -0.08 0.07
H 0.21 0.25 -0.12
H 0.03 -0.05 -0.08
C 0.66 -1.00 -0.87
C -0.20 0.78 -0.15
C 0.01 -0.19 -0.12
H -0.02 0.09 0.14
H -0.47 0.29 -0.05
H 0.24 -0.36 -0.08
H -0.16 -0.07 0.32
H 0.17 0.20 0.10
H 0.09 0.18 0.15
H -0.13 -0.17 0.42
H -0.20 0.18 0.04

=====

# 4
A cluster of 2 separate species, C10H16 in total at a distorted geometry. Source: the Open Molecules 2025 dataset; level of theory: wB97M-V/def2-TZVPD.

Orbital gap = 9.8 eV
Electronic energy = -390.56375 Ha
Energy relative to the best compared isomer or geometry (same formula, charge and spin) = 45.3 kcal per mole
2S+1 = 1

Last column: Mulliken charge in e.
CARTESIAN COORDINATES (ANGSTROEM)
C -2.5488 -1.8013 -2.3255  -0.798
C -1.0715 -1.9223 -2.7464  -0.927
H -2.8286 -2.4907 -1.5245  0.278
H -2.6474 -0.8744 -1.7427  0.237
H -3.1306 -1.8798 -3.2245  0.346
H -1.0913 -1.9225 -3.8531  0.328
H -0.5239 -2.7724 -2.3200  0.320
H -0.3455 -1.1103 -2.6401  0.278
C 1.0983 -1.1325 1.6418  -0.216
C 1.5546 -0.9321 3.0500  -1.190
C 0.5302 0.0596 0.9033  0.318
C 0.7609 1.3553 1.3564  -0.318
C -0.0528 -0.0726 -0.3829  0.185
C 0.3956 2.4937 0.7192  -0.717
C -0.1464 1.0968 -1.1500  -0.398
C -0.0451 2.3885 -0.6071  -0.534
H 1.9023 -1.3937 0.9466  0.258
H 0.2387 -1.8355 1.5828  0.283
H 2.6730 -1.0048 3.0234  0.277
H 1.1235 1.4927 2.3637  0.078
H -0.6509 -0.9760 -0.4639  0.207
H 0.4219 3.4829 1.1818  0.361
H -0.5779 1.0900 -2.1454  0.304
H -0.0543 3.2710 -1.2290  0.365
H 1.2606 -1.7432 3.7700  0.300
H 1.4175 -0.0007 3.5612  0.377

Forces on the atoms, in the same order (eV/Å):
C 1.53 0.84 1.75
C 0.68 -0.18 -1.49
H -0.04 -0.62 -0.63
H -0.51 0.32 -0.84
H -0.79 0.15 0.18
H 0.26 -0.94 0.35
H -0.40 -0.14 -0.45
H -0.79 0.37 0.74
C -2.28 0.34 -1.18
C 2.39 -1.55 1.32
C 0.52 1.40 -0.86
C 0.12 -0.72 1.81
C -0.04 1.02 2.13
C -0.84 1.22 -1.77
C -1.73 0.38 -0.14
C 1.72 -0.91 0.50
H -0.06 -0.75 0.52
H 0.93 -0.32 0.03
H -0.71 -0.01 0.23
H 0.26 -0.14 0.11
H 0.68 -0.13 -1.15
H 0.27 -0.41 0.03
H 0.11 -0.45 -0.11
H -0.57 -0.01 -0.13
H -0.01 0.68 -0.86
H -0.72 0.57 -0.09

=====

# 5
A cluster of 2 separate species, C10H16 in total at a distorted geometry. Source: the Open Molecules 2025 dataset; level of theory: wB97M-V/def2-TZVPD.

Orbital gap = 9.9 eV
Electronic energy = -390.53133 Ha
Energy relative to the best compared isomer or geometry (same formula, charge and spin) = 65.6 kcal per mole
2S+1 = 1

Last column: Mulliken charge in e.
CARTESIAN COORDINATES (ANGSTROEM)
C 0.2874 -1.9206 0.5192  0.174
C 0.4984 -3.2681 1.3224  -1.079
C -1.2485 -1.8273 0.2373  -1.230
H 0.5474 -0.8110 0.8748  0.001
H 0.8591 -1.9896 -0.4217  0.221
H 1.3631 -3.3627 2.0605  0.323
H -1.5659 -1.2034 -0.6207  0.254
H 0.9669 -3.9323 0.5750  0.279
H -0.3562 -3.6845 1.9660  0.295
H -1.6521 -2.8320 0.2171  0.431
H -1.5529 -1.5352 1.2095  0.340
C 1.9995 1.3015 -1.4384  -1.658
C -1.5944 1.8151 -0.9798  -0.214
C -0.4537 1.5122 -1.6578  -0.965
C -1.7594 2.1384 0.3186  -0.536
C 0.7186 1.6912 -0.8203  1.287
C -0.6056 2.3083 1.1716  -0.405
C 0.6644 2.0194 0.5170  -0.412
H -2.4992 1.7381 -1.6630  0.219
H -0.2831 1.2892 -2.6172  0.592
H -2.7518 1.9664 0.5941  0.417
H -0.6675 2.5577 2.2478  0.376
H 2.1189 0.5907 -2.2741  0.386
H 2.7401 0.8853 -0.6694  0.320
H 1.6537 2.3840 1.0874  0.185
H 2.5728 2.1691 -1.7559  0.401

Forces on the atoms, in the same order (eV/Å):
C -0.43 1.50 -0.30
C 1.90 0.15 1.34
C 1.29 -0.68 -0.10
H -0.07 -2.72 0.17
H -0.18 -0.18 0.32
H -0.87 1.11 -0.57
H 0.16 -0.24 0.80
H -1.29 -0.43 0.17
H 0.85 0.65 -1.63
H -0.17 -0.30 -0.84
H -1.19 1.15 0.64
C 3.65 -0.40 0.94
C -2.41 -0.82 -4.49
C 2.59 2.16 6.43
C 2.74 -0.11 2.42
C -1.11 -1.88 -1.89
C 0.02 -1.05 -2.20
C -0.12 2.80 2.57
H 0.62 0.05 1.32
H -0.05 -0.93 -3.50
H -1.38 0.74 1.33
H 0.03 -0.18 -0.90
H -1.10 0.24 0.28
H -1.17 0.34 -0.68
H -2.20 -1.45 -1.32
H -0.09 0.45 -0.29

=====

# 6
A cluster of 2 separate species, C10H16 in total at a distorted geometry. Source: the Open Molecules 2025 dataset; level of theory: wB97M-V/def2-TZVPD.

Orbital gap = 10.0 eV
Electronic energy = -390.61155 Ha
Energy relative to the best compared isomer or geometry (same formula, charge and spin) = 15.3 kcal per mole
2S+1 = 1

Last column: Mulliken charge in e.
CARTESIAN COORDINATES (ANGSTROEM)
C 0.2299 -0.9817 2.3916  -1.533
C -0.3924 1.9384 0.0447  -0.838
C -1.7018 1.6272 -0.2733  -0.402
C 0.2167 1.1568 1.0303  0.034
C -0.4789 0.1494 1.6989  0.503
C -2.4858 0.8612 0.5761  -0.523
C -1.8647 0.0760 1.5344  -0.318
H 0.1331 2.7396 -0.4484  0.488
H -2.1780 2.1242 -1.1092  0.425
H 1.2655 1.3024 1.2624  0.379
H -3.5564 0.8441 0.4208  0.364
H 1.1573 -1.3164 1.9459  0.320
H -0.4060 -1.8692 2.3756  0.349
H -2.4574 -0.6764 2.0404  0.334
H 0.3252 -0.7650 3.4589  0.383
C 1.2306 -0.1602 -1.8991  -0.016
C 2.2734 -0.8146 -1.0045  -0.774
C -0.1122 -0.8606 -1.8295  -0.989
H 1.0486 0.8963 -1.7046  0.036
H 1.6715 -0.0799 -2.9007  0.389
H 1.7952 -1.0745 -0.0588  -0.114
H -0.9052 -0.3777 -2.3980  0.300
H -0.0328 -1.8708 -2.2374  0.413
H 3.0729 -0.1570 -0.6670  0.317
H 2.5869 -1.7565 -1.4517  0.399
H -0.4352 -0.9550 -0.7977  0.073

Forces on the atoms, in the same order (eV/Å):
C -0.82 -0.19 0.99
C -0.09 -0.91 0.79
C -0.67 1.40 0.06
C 0.10 0.31 0.09
C -0.07 -0.44 -0.81
C 0.34 -0.29 -0.32
C -0.01 0.07 -0.31
H 0.17 -0.10 -0.23
H -0.05 0.14 0.03
H 0.06 -0.06 -0.09
H 0.01 -0.28 -0.03
H 0.35 0.47 0.02
H -0.14 0.04 -0.12
H 0.13 0.03 0.25
H 0.53 0.00 -0.02
C 0.32 0.84 -0.64
C -0.88 0.13 0.84
C 0.15 -0.64 -0.60
H 0.26 -0.01 0.63
H -0.40 -0.51 -0.21
H -0.15 -0.20 0.04
H 0.08 0.23 0.00
H 0.01 -0.14 0.07
H 0.39 -0.10 -0.64
H 0.47 0.13 0.04
H -0.09 0.09 0.17

=====

# 7
A cluster of 2 separate species, C10H16 in total at a distorted geometry. Source: the Open Molecules 2025 dataset; level of theory: wB97M-V/def2-TZVPD.

Orbital gap = 10.1 eV
Electronic energy = -390.58695 Ha
Energy relative to the best compared isomer or geometry (same formula, charge and spin) = 30.7 kcal per mole
2S+1 = 1

Last column: Mulliken charge in e.
CARTESIAN COORDINATES (ANGSTROEM)
C 0.1865 -1.2583 2.2940  0.027
C -1.1539 -0.6571 2.9949  -1.209
C -0.0667 -2.5552 1.4192  -0.980
H 0.4746 -0.4368 1.6657  -0.031
H 0.8982 -1.4964 3.1047  0.303
H -2.0507 -0.7050 2.3582  0.304
H -0.5843 -2.1999 0.5232  0.149
H -1.0053 0.4079 3.2269  0.354
H -1.4273 -1.0358 3.9479  0.392
H 0.8041 -3.0935 1.0573  0.314
H -0.6740 -3.1136 2.1247  0.378
C 2.1799 2.0039 -0.7596  -1.260
C -0.2536 -0.6426 -2.0793  -0.574
C 0.8005 0.0886 -1.5188  -0.248
C -1.3135 0.1638 -2.6067  -0.441
C 0.8340 1.4789 -1.2021  0.654
C -1.3797 1.4705 -2.2109  -0.576
C -0.2972 2.1346 -1.5947  -0.243
H -0.1681 -1.7049 -2.2234  0.438
H 1.6109 -0.5617 -1.2368  0.322
H -2.1484 -0.1640 -3.2412  0.330
H -2.1342 2.0725 -2.6167  0.364
H 2.9132 1.7485 -1.5171  0.338
H 2.4037 1.7299 0.2684  0.282
H -0.4807 3.2118 -1.4225  0.271
H 2.0318 3.1140 -0.7555  0.342

Forces on the atoms, in the same order (eV/Å):
C -1.61 -0.40 0.73
C 1.02 0.30 -1.37
C -0.38 2.10 0.99
H 0.88 0.24 -0.22
H -0.06 0.44 -0.53
H 0.42 -0.14 -0.05
H -0.45 -0.45 0.23
H 0.20 -0.15 -0.39
H -0.02 -1.08 0.81
H 0.28 0.03 0.47
H -0.25 -0.86 -0.70
C -1.81 2.17 0.02
C -0.26 2.63 -0.91
C -0.62 -1.23 0.69
C -0.27 -1.22 0.83
C 0.47 -2.62 -1.30
C 1.94 0.17 -0.38
C -1.32 1.36 0.56
H -0.03 -0.15 -0.13
H 0.65 0.23 0.27
H 0.54 -0.46 0.42
H -1.20 0.79 -0.24
H 0.32 -0.12 0.35
H 0.37 -0.33 -0.17
H 0.56 -0.56 -0.02
H 0.65 -0.67 0.04

=====

# 8
A cluster of 2 separate species, C10H16 in total at a distorted geometry. Source: the Open Molecules 2025 dataset; level of theory: wB97M-V/def2-TZVPD.

Orbital gap = 10.1 eV
Electronic energy = -390.56081 Ha
Energy relative to the best compared isomer or geometry (same formula, charge and spin) = 47.1 kcal per mole
2S+1 = 1

Last column: Mulliken charge in e.
CARTESIAN COORDINATES (ANGSTROEM)
C -1.3057 0.2173 2.1612  -0.409
C -1.1006 1.7122 2.4145  -0.924
H -0.2342 -0.1533 1.7946  -0.081
H -1.5286 -0.5033 2.9970  0.338
H -2.0330 -0.0430 1.4792  0.249
H 0.0123 2.0424 2.6746  0.231
H -1.5662 2.1101 3.3339  0.350
H -1.4477 2.4283 1.6987  0.269
C 1.7295 -1.2233 -0.2126  -0.722
C 2.9621 -1.3015 -1.1350  -1.170
C 0.6025 -0.4871 -0.8314  0.038
C -0.4134 -1.2471 -1.4457  -0.188
C 0.3857 0.8446 -0.7447  0.257
C -1.6531 -0.7060 -1.8265  -0.713
C -0.8953 1.4578 -1.0804  -0.688
C -1.8789 0.6295 -1.5082  -0.242
H 1.5918 -2.2472 0.1245  0.480
H 2.1170 -0.7310 0.7467  0.313
H 2.8328 -2.1123 -1.7611  0.360
H -0.2938 -2.3349 -1.5866  0.299
H 1.2477 1.4994 -0.3010  0.215
H -2.3810 -1.3867 -2.1502  0.406
H -0.9010 2.5668 -0.7812  0.405
H -2.9350 0.8698 -1.5421  0.328
H 3.9667 -1.5172 -0.6671  0.336
H 3.1195 -0.3843 -1.8510  0.262

Forces on the atoms, in the same order (eV/Å):
C 4.24 -1.06 1.21
C 1.77 1.19 2.71
H -2.52 0.39 0.35
H 0.30 1.39 -0.05
H -1.38 -0.11 -1.98
H -1.99 -1.10 -0.95
H -0.30 -0.59 -0.12
H -0.16 -0.15 -1.03
C 3.21 1.13 1.58
C 1.64 2.44 -0.42
C -1.47 -2.02 -0.33
C -0.86 -0.54 -0.58
C 0.37 3.25 0.55
C 3.11 0.09 1.64
C 3.51 0.96 1.70
C -2.07 -0.35 -0.61
H -0.96 -0.07 -0.24
H -0.92 -0.16 -1.17
H -0.38 -1.71 -1.70
H 0.17 0.58 0.18
H -1.85 -1.10 -0.78
H -1.14 -0.45 -0.56
H -0.79 -1.88 -0.81
H 0.09 0.87 -0.25
H -1.18 0.47 0.08
H -0.44 -1.48 1.58